(1)
120
Properties=species:S:1:pos:R:3:forces:R:3:lowdin_charge:R:1 method="wB97M-V/def2-TZVPD" relative_energy_kcal_mol=186.1 charge=0
H -4.820687 -2.320137 -2.238890 0.02 -0.47 -0.89 0.018
H -3.374137 -2.008814 -1.578123 -1.36 0.20 -0.41 0.003
O -4.376021 -1.856158 -1.546936 0.48 1.17 1.43 -0.102
H 3.686957 0.235486 -3.091961 -0.17 0.46 1.00 0.023
H 2.101653 -0.326396 -2.844519 0.65 0.20 0.85 0.057
O 2.892636 -0.234012 -3.369855 -0.67 -0.15 -2.11 -0.065
H 4.875830 -0.324038 -1.753656 0.33 0.20 0.42 0.039
H 5.632904 1.042611 -1.842191 0.16 -0.19 0.43 0.009
O 5.474785 0.198590 -2.300442 -0.63 -0.29 -0.73 -0.060
H -0.732186 5.570172 4.122761 -0.87 0.79 -0.24 0.019
H 0.551446 4.930390 4.022661 1.34 -0.37 -0.38 0.001
O -0.186368 4.962634 4.605298 -0.85 0.24 0.68 -0.043
H 5.388844 1.385766 2.249026 0.36 -0.15 -0.04 0.015
H 5.491969 -0.100086 1.795755 -0.23 -0.27 -0.08 0.037
O 5.940629 0.753216 1.770485 0.04 -0.05 0.49 -0.031
H -0.884928 -2.298010 2.147828 -0.46 0.11 0.07 0.028
O -1.252253 -2.870167 1.461227 0.09 -0.30 0.15 -0.052
H -2.451760 1.860543 -2.158702 0.36 0.38 -0.32 0.030
O -1.688072 2.045314 -1.589427 -0.41 -0.42 -0.66 -0.061
H 1.641359 5.667100 0.421490 0.69 -0.05 0.39 0.056
H 0.905751 4.536664 -0.077021 -0.31 -0.37 0.27 0.003
O 1.587511 4.716942 0.593118 -1.14 0.02 -0.34 -0.070
H -1.166203 5.139428 -1.896293 -0.09 -0.50 -0.07 0.055
H -1.076336 3.933619 -0.829021 -0.21 0.15 -0.65 -0.008
O -0.975173 4.886884 -0.991201 0.52 0.67 0.14 -0.062
H -2.960731 -2.474250 -4.033958 0.08 -0.25 -0.23 0.035
H -4.314606 -3.126482 -4.317777 -0.24 0.15 -0.38 0.049
O -3.554335 -3.175080 -3.745324 0.35 -0.81 0.33 -0.058
H 4.322032 -2.078503 -3.264949 0.25 -0.54 0.59 0.020
H 3.217885 -2.196065 -4.117207 -0.73 -0.32 -0.18 0.013
O 3.605071 -2.714350 -3.404743 0.65 0.07 -0.39 -0.070
H 6.243640 2.810364 -0.155638 0.11 -0.08 -0.13 0.038
O 6.466437 1.937169 -0.498205 0.06 0.46 -0.11 -0.073
H 0.683914 -4.692729 4.093743 -0.61 -0.95 0.66 0.031
H -0.929570 -4.026980 4.016347 0.06 -1.03 1.01 0.051
O -0.009517 -4.114699 3.800107 0.09 2.23 -1.37 -0.057
H -0.462750 0.998236 3.594038 -0.21 -0.15 0.09 -0.018
H 0.930720 0.510665 3.183480 0.20 -0.13 -0.13 -0.007
O 0.061464 0.195926 3.444914 0.16 -0.27 -0.05 -0.052
H 4.379296 3.792091 3.488868 -0.10 0.38 0.00 0.066
H 4.849051 4.140410 2.028233 -0.21 0.14 0.22 0.063
O 4.829026 3.457635 2.709815 0.28 -0.57 -0.20 -0.026
H 2.818511 -5.404371 2.709079 1.33 -0.72 -0.04 0.049
H 1.980401 -4.357174 1.970804 0.16 0.10 1.05 0.025
O 1.949075 -5.058089 2.663415 -0.41 0.33 -0.58 -0.056
H 2.980762 -5.460884 -2.127088 0.17 0.06 0.00 0.045
H 2.446282 -4.643995 -0.961753 -0.30 -0.07 -0.01 0.019
O 2.791536 -5.515214 -1.185312 0.59 0.00 -0.10 -0.071
H -4.732416 4.453321 1.910994 -1.30 -0.30 0.33 0.045
H -3.456273 4.445278 1.366991 0.39 -0.31 -0.93 0.026
O -4.326309 4.063856 1.138806 1.22 0.58 0.41 -0.043
H 0.717512 -2.308590 1.587809 0.88 -0.22 -0.22 0.040
O 1.547227 -2.517558 2.054344 -0.59 0.60 0.09 -0.070
H -1.557973 3.398170 3.681152 -0.89 -0.20 0.39 0.053
H -0.242817 3.013040 3.372139 -0.41 -1.08 0.36 0.032
O -1.137523 2.575100 3.410894 1.05 1.25 -0.32 -0.085
H 1.925162 2.534875 3.524114 -0.04 1.14 -0.13 0.023
O 1.488356 3.077387 4.238397 1.31 -2.10 -0.91 -0.077
H -4.047939 0.249912 3.639173 -1.08 0.43 -0.94 -0.002
H -4.650917 0.967773 4.724676 -0.79 0.56 -0.08 0.027
O -4.838346 0.851658 3.778296 1.42 -0.57 1.28 -0.115
H -2.448920 -3.273608 -2.030736 0.56 -0.80 -0.42 0.019
H -1.393224 -2.697607 -1.063890 -0.08 -0.01 0.27 0.057
O -1.865225 -2.527960 -1.888086 0.54 0.30 -0.18 -0.039
H -0.778632 4.653186 1.678382 -0.14 0.34 -0.50 -0.010
H -0.895168 6.095656 1.090511 0.06 -0.23 -0.35 0.029
O -1.195981 5.521909 1.793985 -0.37 0.10 1.12 -0.062
H 3.139552 0.358569 -6.626254 0.32 0.20 0.40 0.029
H 2.326212 0.200727 -5.263290 0.78 0.10 0.22 -0.015
O 2.336196 0.051295 -6.212774 -1.04 -0.39 -0.59 -0.068
H -3.421548 -1.170322 0.205291 -0.67 0.12 -0.91 -0.003
H -2.359369 -0.447296 -0.766096 -0.93 -0.29 -0.29 0.028
O -2.541073 -0.848821 0.080662 2.22 0.45 1.03 -0.065
H 3.985030 -2.723611 1.522828 -0.15 0.05 0.04 0.030
H 3.466806 -1.462558 2.230325 -0.39 -0.28 -0.23 0.021
O 4.045860 -1.765916 1.524435 0.97 0.60 -0.03 -0.055
H 3.966439 5.175576 -1.436694 0.46 1.03 0.22 0.059
H 3.566111 4.157164 -0.576982 -0.19 0.17 1.16 0.016
O 3.819596 5.091558 -0.478460 0.61 -1.01 -1.67 -0.070
H -3.184019 -0.217253 1.832991 0.11 -0.41 0.37 0.040
H -3.991655 -1.440382 2.398039 0.18 0.64 0.33 0.016
O -3.257453 -0.821353 2.596292 0.23 -0.40 -0.04 -0.073
H -1.481466 1.588217 -4.471805 0.33 -0.22 0.10 0.044
H -2.427892 2.683960 -4.868578 -0.20 0.10 -0.01 0.053
O -2.347523 1.939621 -4.265607 -0.29 0.06 -0.25 -0.039
H -4.526000 -4.221411 0.062248 0.39 -0.38 0.59 0.045
H -3.940627 -3.840040 -1.172266 0.34 -0.18 -0.18 -0.007
O -3.675645 -4.343611 -0.391128 -0.93 0.19 0.01 -0.042
H 2.049938 2.774600 -1.327913 -0.55 0.02 -0.01 0.012
O 2.412747 2.000050 -1.758824 1.01 0.32 0.35 -0.024
H 2.238992 1.939778 1.401254 0.76 0.57 -0.44 0.051
H 3.641126 2.013012 2.292764 -0.38 0.90 -0.92 0.004
O 2.774735 1.620754 2.126587 -0.79 -1.34 1.27 -0.035
H 1.214507 -2.741106 2.937112 -0.12 -0.18 0.10 0.038
H -2.168283 -2.978519 1.735940 -0.07 0.13 -0.23 0.046
H 1.432188 2.299968 4.819374 -0.58 0.66 0.79 0.076
H -1.799587 1.369237 -0.922224 0.14 -0.06 0.55 0.004
H 6.454948 1.363352 0.298788 -0.16 0.13 -0.16 0.008
H 1.703497 1.467601 -2.100176 -0.63 0.11 -0.10 0.016
O -5.019794 -1.020528 -4.240158 -0.12 0.46 -0.29 -0.049
H -4.462392 -0.709861 -3.517351 -0.07 -0.06 0.16 0.019
H -4.701111 -0.539358 -5.010419 -0.13 0.07 -0.07 0.054
O -4.191792 1.185051 -0.192070 0.15 -0.01 0.00 -0.034
H -4.220214 2.138432 -0.048418 -0.56 0.16 0.01 0.023
H -4.712439 0.959413 -0.970236 -0.12 0.26 0.08 0.052
O -1.079405 3.011524 0.715270 0.03 -1.56 0.77 -0.080
H -0.870614 2.234584 1.266891 0.55 0.51 0.26 0.076
H -1.992414 2.745130 0.557477 -0.44 0.66 -0.29 0.046
O -1.306144 -3.061380 -5.828674 1.02 0.54 -0.27 -0.055
H -0.862619 -2.241608 -6.100469 -0.56 0.13 -0.01 0.040
H -0.512543 -3.615576 -5.827702 -0.43 -0.52 0.25 0.048
O -5.475373 -2.149457 1.762659 -0.47 0.01 -0.82 -0.032
H -6.429425 -2.021425 1.849547 0.11 -0.09 0.48 0.079
H -5.318644 -1.679770 0.929002 0.06 -0.17 -0.11 0.039
O 0.694056 -4.580973 0.106789 -0.84 -0.06 0.79 -0.060
H 0.939516 -4.905846 0.986639 0.15 -0.45 -0.48 0.013
H -0.245378 -4.453890 0.320112 0.03 0.32 -0.52 0.041
O 0.655099 -7.305169 -1.608261 -0.94 -1.27 1.09 -0.070
H 0.706746 -7.053877 -2.517693 0.60 0.59 -0.36 0.009
H 1.330202 -6.915227 -1.039041 0.11 0.57 -0.87 -0.003

=====

(2)
29
Properties=species:S:1:pos:R:3:forces:R:3:nbo_charge:R:1 method="wB97M-V/def2-TZVPD" charge=-1
Ag 0.000000 0.000000 0.000000 -2.64 0.76 -0.03 0.673
O 3.819300 -1.110500 0.223800 3.13 0.91 -0.18 -0.493
N 2.626700 -1.114200 0.224500 -1.08 2.29 -0.51 0.731
O 2.033900 -2.128600 0.429000 -1.78 -2.25 0.63 -0.501
O 1.966200 0.000000 0.000000 4.10 -0.78 0.22 -0.665
C -5.260400 -0.288400 -1.096000 -0.91 -0.10 -1.32 -0.425
N -4.545000 0.126900 0.124500 -0.68 0.89 0.05 -0.361
C -5.194000 -0.335700 1.364900 -0.85 -0.15 1.36 -0.425
C -3.084500 -0.138200 0.080100 1.64 -0.53 -0.06 -0.330
C -2.575700 -1.582900 0.038700 -2.23 -2.90 0.00 -0.108
C -3.405500 -2.836500 0.036900 0.77 2.72 0.03 -0.312
C -2.816900 -4.045200 -0.002100 2.45 -1.12 -0.07 -0.246
C -1.343700 -4.160500 -0.043800 -2.63 -0.85 0.04 -0.256
C -0.589800 -3.053700 -0.042800 -1.06 2.01 -0.05 -0.214
C -1.231800 -1.720200 0.000000 1.82 -1.16 -0.06 -0.421
H -6.317400 0.055500 -1.057100 0.67 -0.13 0.16 0.201
H -5.268900 -1.379300 -1.245600 0.29 0.51 0.37 0.246
H -4.793800 0.176600 -1.992000 -0.09 -0.28 0.79 0.239
H -4.631900 1.172000 0.147000 0.33 -0.90 -0.03 0.411
H -5.195700 -1.431500 1.472700 0.28 0.52 -0.36 0.247
H -6.251300 0.008400 1.396300 0.66 -0.13 -0.20 0.201
H -4.679400 0.094900 2.251700 -0.13 -0.25 -0.80 0.238
H -2.619100 0.348100 0.968200 -0.49 -0.06 -0.80 0.276
H -2.667000 0.382300 -0.812500 -0.43 -0.09 0.83 0.281
H -4.480800 -2.831300 0.065900 -0.54 0.13 0.02 0.152
H -3.423300 -4.945700 -0.003100 0.04 0.02 0.00 0.185
H -0.877200 -5.139900 -0.075100 -0.17 -0.14 0.00 0.186
H 0.492100 -3.129000 -0.073300 -0.43 0.16 0.00 0.246
H -1.013000 1.414700 0.000000 -0.02 0.91 -0.03 -0.754

=====

(3)
8
Properties=species:S:1:pos:R:3:forces:R:3:nbo_charge:R:1 method="wB97M-V/def2-TZVPD" relative_energy_kcal_mol=29.1 charge=0
C -1.119534 -0.318865 -0.841136 -1.25 -0.90 1.73 -0.292
C -0.036314 -0.423167 -0.064311 0.43 -0.31 0.16 -0.629
F 2.309995 -0.139033 0.996504 -0.35 0.00 -0.88 -0.560
F 0.659110 1.821912 1.359143 1.50 -2.11 -3.06 -0.645
P 1.451476 0.605591 -0.126140 -1.86 2.33 3.74 1.461
H -2.046737 -0.983770 -0.690319 1.73 0.95 -0.26 0.218
H -1.302733 0.578122 -1.384517 0.16 0.31 -1.02 0.204
H 0.084737 -1.140790 0.750777 -0.35 -0.28 -0.41 0.243

=====

(4)
13
Properties=species:S:1:pos:R:3:forces:R:3:nbo_charge:R:1 method="wB97M-V/def2-TZVPD" relative_energy_kcal_mol=0.8 charge=+1
Na -0.126808 -0.527951 0.476883 -0.09 0.29 -0.31 0.968
O -1.688130 0.724075 -0.999902 0.07 -0.09 -0.08 -0.980
H -2.580342 0.464258 -1.270119 0.20 0.08 0.09 0.498
H -1.315088 1.171628 -1.771475 -0.14 -0.11 0.13 0.490
O -0.210569 0.577993 2.634441 0.08 -0.21 -0.05 -0.988
H -0.476866 0.241622 3.501469 0.07 0.19 -0.17 0.499
H 0.368798 1.333570 2.801794 -0.15 -0.17 0.03 0.498
O 1.553672 0.988970 -0.168406 0.11 0.17 0.00 -0.989
H 1.364542 1.890352 -0.465588 0.09 -0.21 0.08 0.497
H 2.519098 0.929074 -0.131423 -0.24 0.01 -0.04 0.501
O 0.053313 -2.265738 -1.387252 0.06 -0.15 0.44 -0.981
H 0.011355 -3.151836 -0.997666 0.02 0.14 -0.31 0.488
H 0.527027 -2.376018 -2.222756 -0.10 0.06 0.18 0.500

=====

no.,HOMO-LUMO gap (eV)
1,9.3
2,3.7
3,9.9
4,12.3